(1)
The following is a DFT calculation (ωB97M-V/def2-TZVPD) of a 6-piece molecular cluster, C55H120N6O3 overall in a non-equilibrium geometry.

Geometry as XYZ:
```
184
Properties=species:S:1:pos:R:3:forces:R:3
N -0.38745 -1.00130 -0.66902 -1.224 0.034 -0.134
O -0.43962 -0.92845 -1.91101 0.288 0.125 0.311
O -0.22393 -2.09889 -0.10790 0.374 0.228 -0.031
O -0.63803 0.03513 0.02896 0.609 -0.307 -0.175
C 2.44965 0.67839 -2.39682 1.412 -0.217 -0.049
C 2.42336 1.18706 -3.83681 -0.416 -0.727 0.205
C 2.61093 2.68191 -4.10340 0.489 -0.319 -0.381
C 4.09350 3.14715 -4.05259 -0.869 -0.751 0.284
N 4.36453 4.62031 -4.23292 -1.092 -0.640 -0.523
C 4.01869 4.95820 -5.67381 -0.081 1.954 -0.895
C 5.33091 5.22266 -6.40922 0.916 -0.676 1.392
C 6.21821 5.80901 -5.27770 -1.089 -0.485 0.198
C 5.85745 4.87904 -4.11330 0.039 -0.118 -0.462
C 3.47488 5.46573 -3.32508 0.646 0.574 -0.146
C 3.70956 5.21023 -1.82457 0.930 -0.822 -0.957
C 3.67859 6.46812 -0.94164 -1.018 -1.236 -0.195
H 2.25546 -0.39414 -2.41085 -0.396 0.084 0.116
H 1.75603 1.17978 -1.72120 -0.173 -0.009 -0.159
H 3.46262 0.73100 -1.97531 -0.068 0.290 0.114
H 1.43592 0.86484 -4.18257 -0.079 0.535 -0.285
H 3.08708 0.60986 -4.48738 0.279 0.000 0.268
H 1.97964 3.21019 -3.38738 -0.066 0.315 -0.325
H 2.27987 2.74357 -5.14125 -0.395 0.793 0.185
H 4.61570 2.70046 -4.89675 0.170 -0.335 0.256
H 4.49897 2.79770 -3.10310 0.438 0.250 -0.086
H 3.51346 5.92574 -5.63203 -0.188 -0.113 0.031
H 3.32589 4.28141 -6.16297 0.183 -0.395 0.361
H 5.32502 5.89260 -7.26188 -0.516 -0.165 -0.123
H 5.78887 4.26423 -6.66510 -0.045 0.076 -0.486
H 5.88878 6.82092 -5.04534 0.539 0.234 -0.174
H 7.25988 5.68800 -5.55650 0.133 0.544 0.285
H 6.04070 5.15471 -3.07981 0.362 0.312 -0.204
H 6.35707 3.93815 -4.34384 -0.127 -0.161 0.397
H 2.45931 5.31667 -3.68877 -0.068 -0.396 0.321
H 3.64817 6.50346 -3.61838 0.486 0.025 0.272
H 4.71285 4.77889 -1.72321 0.080 0.216 -0.068
H 3.12445 4.31514 -1.59144 -0.632 0.530 0.705
H 4.52782 7.09063 -1.20347 -0.183 0.314 0.067
H 3.73234 6.17166 0.10527 0.243 0.104 0.039
H 2.70851 6.94889 -1.06371 0.236 0.504 -0.052
C 6.29411 -1.02400 3.67018 -0.196 -0.469 -0.709
C 4.86936 -0.63241 4.05058 -0.180 -1.087 0.718
C 4.43861 0.66996 3.40987 0.462 0.619 0.744
C 3.00197 1.08628 3.66094 0.386 -1.141 -0.501
N 2.62726 2.34817 2.92325 -1.188 -0.182 -0.904
C 2.24912 2.06898 1.47959 -1.153 -0.717 -0.458
C 1.04296 2.97853 1.12786 0.600 0.942 -1.216
C 0.75343 3.78134 2.41044 -0.088 -0.585 -1.599
C 1.27904 2.81976 3.43705 0.190 1.511 2.173
C 3.67002 3.46606 2.92152 -0.354 -0.008 0.353
C 3.99025 3.96972 4.31731 0.587 -0.062 -0.175
C 5.00901 5.10936 4.28535 0.018 0.201 0.578
H 6.54785 -2.05445 3.92088 -0.311 0.000 0.301
H 7.08965 -0.42182 4.10396 -0.175 0.357 -0.187
H 6.30398 -1.02266 2.57528 0.582 0.283 0.020
H 4.77990 -0.65089 5.14133 -0.126 0.453 -0.008
H 4.20635 -1.44477 3.72814 -0.029 0.060 -0.149
H 4.61511 0.56202 2.33641 0.058 0.334 -0.023
H 5.07151 1.44724 3.84948 0.271 -0.012 -0.498
H 2.73063 1.13607 4.71435 0.257 0.529 0.046
H 2.40218 0.27074 3.24621 -0.408 0.353 -0.035
H 3.10434 2.05124 0.81085 0.093 0.255 0.147
H 1.74479 1.10155 1.44309 0.752 -0.383 0.237
H 1.19059 3.64963 0.27429 0.606 0.139 0.197
H 0.24975 2.35546 0.71271 -0.203 -0.250 0.796
H 1.33329 4.70216 2.36829 -0.009 -0.025 0.311
H -0.28799 4.09425 2.40654 -0.081 -0.334 0.728
H 1.45188 3.31594 4.39512 0.115 -0.058 -0.060
H 0.62117 1.99795 3.71528 0.183 -0.395 -0.725
H 3.27364 4.23980 2.26434 -0.202 0.129 0.278
H 4.55768 3.14151 2.37845 -0.021 -0.529 0.316
H 4.36328 3.15942 4.94789 0.062 -0.093 -0.142
H 3.12024 4.35765 4.84758 -0.152 0.005 -0.250
H 6.00940 4.94773 3.88217 -0.247 -0.590 -0.377
H 5.20933 5.33878 5.33322 -0.146 0.498 -0.107
H 4.57225 5.96594 3.77084 0.120 0.165 0.204
C -2.44009 -2.22966 -5.92716 -0.867 -0.550 1.160
C -1.76551 -3.61094 -5.71994 -0.513 0.715 -0.760
C -1.47333 -3.89587 -4.24275 -0.212 -0.840 -0.758
C -0.84307 -5.28478 -4.10115 0.443 0.564 0.136
N -0.13507 -5.48924 -2.78271 -0.629 0.580 0.787
C 1.03820 -4.57278 -2.62286 1.863 -0.543 -1.120
C 2.19998 -5.43249 -1.95696 -2.150 0.789 -0.546
C 1.54943 -6.82395 -1.72242 1.943 -0.245 0.374
C 0.44529 -6.92134 -2.72334 -0.973 1.128 -0.230
C -1.06320 -5.12801 -1.62375 0.290 -0.957 -0.370
C -2.24842 -6.07580 -1.51111 -0.804 0.328 -0.060
C -3.32898 -5.50679 -0.56733 0.665 -1.252 0.008
H -2.80059 -1.90682 -4.94256 0.146 0.149 -0.060
H -3.37293 -2.37237 -6.47136 0.230 0.275 -0.465
H -1.85054 -1.41464 -6.33586 0.208 -0.236 -0.192
H -0.92157 -3.66281 -6.41059 0.376 -0.241 0.455
H -2.47897 -4.34335 -6.10183 0.122 -0.229 0.135
H -2.44370 -3.98834 -3.74997 0.010 0.617 0.204
H -0.88310 -3.08196 -3.82155 0.049 -0.111 0.225
H -0.10058 -5.43210 -4.88624 0.090 -0.137 0.108
H -1.59662 -6.06337 -4.18169 0.014 -0.034 -0.110
H 0.87520 -3.61689 -2.13004 -0.775 -0.330 0.395
H 1.31390 -4.29339 -3.64214 0.210 -0.100 0.027
H 2.49267 -4.86504 -1.08006 0.481 -0.485 0.172
H 2.98242 -5.51903 -2.70312 0.319 0.036 0.310
H 1.28951 -7.08905 -0.69700 -0.597 0.650 0.025
H 2.36189 -7.54052 -1.86775 -0.327 -0.268 -0.536
H -0.36774 -7.60093 -2.48697 0.074 -0.075 0.011
H 0.71820 -7.05703 -3.76780 0.554 -0.453 0.176
H -1.29413 -4.07411 -1.76163 -0.334 -0.085 -0.046
H -0.43134 -5.16015 -0.73447 -0.098 -0.149 0.086
H -1.93931 -7.06610 -1.17525 0.123 0.132 0.338
H -2.76037 -6.29447 -2.45136 0.312 0.358 -0.276
H -3.80895 -4.61321 -0.95651 0.231 0.228 0.185
H -2.84598 -5.40762 0.40734 -0.365 0.586 0.132
H -4.09313 -6.27644 -0.45463 -0.115 0.129 0.051
C -3.44042 -0.67231 8.32983 -0.994 -0.222 -0.842
C -3.28360 -2.19444 8.41404 1.158 1.052 0.013
C -3.32091 -2.85621 7.01946 0.513 -1.173 0.101
C -1.99359 -2.85677 6.23654 -1.023 1.278 -0.288
N -2.13296 -3.10571 4.72803 0.817 -0.387 -0.381
C -2.80701 -2.01055 3.89625 -1.095 0.156 0.613
C -1.73064 -1.21732 3.20916 -0.831 0.003 0.025
C -0.71589 -2.31010 2.90919 -0.233 0.540 -0.466
C -0.67578 -3.11976 4.19525 0.041 1.256 -0.391
C -2.72343 -4.47909 4.40141 0.075 0.827 -0.357
C -4.23316 -4.56827 4.48670 -1.147 0.698 1.504
C -4.85771 -5.68522 3.65959 0.705 -0.145 -0.083
H -3.36325 -0.12259 9.26362 -0.119 -0.267 0.155
H -4.43028 -0.53363 7.88201 -0.011 0.584 0.244
H -2.73326 -0.20740 7.63687 0.184 -0.183 0.002
H -4.01378 -2.65041 9.07751 -0.248 0.100 -0.186
H -2.32841 -2.31442 8.93674 0.122 -0.733 -0.337
H -4.07649 -2.46218 6.33769 -0.237 0.384 0.436
H -3.60429 -3.89528 7.19416 -0.001 -0.061 -0.116
H -1.23923 -3.54406 6.60945 -0.067 -0.098 0.010
H -1.59757 -1.83966 6.22964 0.250 -0.017 0.375
H -3.46357 -2.50901 3.18526 0.345 -0.180 -0.185
H -3.50200 -1.39428 4.47034 0.291 -0.208 0.488
H -2.15593 -0.70886 2.34226 0.175 -0.361 -0.312
H -1.41476 -0.37630 3.83454 0.567 -0.389 0.239
H -1.06842 -2.93873 2.09263 0.040 0.248 -0.224
H 0.18464 -1.79107 2.58547 0.442 -0.763 0.146
H -0.31221 -4.13383 4.07473 -0.051 -0.049 0.257
H -0.06059 -2.52185 4.86604 -0.064 -0.517 0.483
H -2.15936 -5.12062 5.07627 -0.323 -0.504 -0.205
H -2.45459 -4.65144 3.35609 0.315 -0.168 0.118
H -4.73421 -3.59958 4.38610 0.311 0.049 -0.879
H -4.50890 -4.69917 5.53849 0.093 -0.646 -0.108
H -4.49068 -6.58400 4.15742 -0.460 -0.425 -0.465
H -4.54894 -5.70192 2.61048 0.408 0.116 0.099
H -5.94197 -5.67524 3.58444 -0.033 0.078 0.636
C -3.69772 1.35025 -5.86022 -0.561 -0.448 -0.312
C -2.99070 1.07464 -4.53782 -0.512 0.573 -0.390
C -3.75674 1.83206 -3.43010 0.399 0.090 0.350
C -2.85592 1.93690 -2.19055 -0.034 0.129 -1.031
N -3.55866 2.31913 -0.92002 0.789 -1.013 -0.664
C -4.23234 3.65769 -1.07949 -0.358 -0.295 -0.368
C -4.40264 4.16739 0.32541 -0.097 -0.856 -0.028
C -3.19159 3.59721 1.07152 1.010 0.875 0.292
C -2.50706 2.54324 0.18389 -1.993 0.349 -0.222
C -4.54047 1.20182 -0.51347 1.074 0.768 0.576
C -3.91102 -0.18335 -0.65663 -0.440 0.117 -0.687
C -4.68127 -1.29493 0.03750 0.989 -0.935 0.516
H -3.32377 0.82155 -6.73824 0.612 0.234 0.144
H -3.71986 2.42581 -6.03053 0.039 -0.041 -0.291
H -4.73406 0.99750 -5.85552 -0.079 0.209 0.411
H -1.95699 1.42343 -4.61370 0.024 0.166 0.170
H -2.91342 0.00556 -4.33668 -0.223 0.108 0.249
H -4.75485 1.41004 -3.29138 0.204 -0.461 0.312
H -3.98698 2.86888 -3.69050 0.141 -0.086 -0.603
H -2.16597 2.74797 -2.43750 0.047 0.092 0.355
H -2.21903 1.05683 -2.09880 -0.264 -0.106 0.627
H -5.19804 3.57206 -1.57762 0.147 -0.315 -0.156
H -3.58657 4.24079 -1.73634 0.095 0.217 0.298
H -5.26375 3.65806 0.76056 -0.311 0.437 -0.138
H -4.57391 5.23993 0.32264 0.217 0.005 0.351
H -3.50460 3.20006 2.03463 0.210 0.017 0.047
H -2.44524 4.38075 1.22411 -0.161 0.029 0.389
H -2.34229 1.60473 0.70063 0.375 -0.059 -0.279
H -1.62790 2.92934 -0.31982 0.118 -0.185 0.086
H -5.45403 1.40008 -1.06633 -0.057 -0.375 -0.070
H -4.70058 1.42866 0.54163 -0.404 -0.230 0.026
H -2.87309 -0.20279 -0.31619 -0.148 0.312 0.402
H -3.79135 -0.44604 -1.71096 -0.335 0.073 -0.076
H -4.78973 -1.15146 1.11611 -0.287 0.377 -0.072
H -3.99028 -2.14530 -0.01164 -0.218 -0.186 -0.067
H -5.61544 -1.65677 -0.38467 -0.125 0.515 -0.158
```
Positions in Å, forces in eV/Å.

Summary:
LUMO energy (eV): -7.20
Frontier orbital gap (eV): 9.36
Energy above the lowest of the compared OMol25 structures with the same formula, charge and spin (kcal/mol): 74.4
Largest force on an atom (eV Å⁻¹): 2.654
Net charge: +4

(2)
The following is a DFT calculation (ωB97M-V/def2-TZVPD) of C5H5NO as an isolated structure.

Geometry as XYZ:
```
12
Properties=species:S:1:pos:R:3:forces:R:3
O -0.96782 -0.95545 2.02047 0.003 -0.020 -0.227
C -1.19704 -0.58725 0.89802 -0.170 -0.155 0.295
C -0.30589 0.38624 0.17774 0.085 0.232 0.180
C 1.25137 0.01706 0.29783 0.152 -0.121 0.182
C -0.56404 0.34974 -1.34922 0.106 -0.005 -0.120
C 0.72883 0.35757 -1.64005 0.277 0.097 -0.068
N 1.82148 0.42828 -1.06891 -0.405 -0.046 -0.400
H -2.09554 -0.94093 0.34546 0.116 0.044 0.121
H -0.47947 1.35583 0.65874 -0.022 0.076 -0.021
H 1.43098 -1.03770 0.53962 -0.100 0.186 -0.072
H 1.80796 0.65676 0.98876 -0.331 -0.212 0.018
H -1.43084 -0.03015 -1.86846 0.289 -0.075 0.113
```
Positions in Å, forces in eV/Å.

Summary:
LUMO energy (alpha / beta) (eV): -0.66 / -0.67
Frontier orbital gap (alpha / beta) (eV): 7.75 / 7.75
Energy above the lowest of the compared OMol25 structures with the same formula, charge and spin (kcal/mol): 106.7
Largest force on an atom (eV Å⁻¹): 0.571

(3)
The following is a DFT calculation (ωB97M-V/def2-TZVPD) of C29H30AsCl3F3N2O10S6V as an isolated structure.

Geometry as XYZ:
```
85
Properties=species:S:1:pos:R:3:forces:R:3
V -1.25546 1.34530 -0.39432 0.582 0.050 0.111
C -3.64720 1.25173 4.50660 0.000 0.016 0.014
C -2.45081 1.19369 3.55793 -0.010 -0.037 -0.104
S -1.49755 -0.35516 3.62365 0.056 -0.073 -0.036
C -2.69968 -1.69780 3.81506 -0.008 -0.046 0.033
C -3.68870 -2.03836 2.67897 0.022 0.077 0.065
S -4.04908 -0.72287 1.48530 -0.061 -0.059 -0.077
C -5.75140 -0.28324 1.90115 0.016 0.082 0.068
C -6.00707 0.26942 3.30045 -0.057 0.009 -0.033
S -5.19070 1.82618 3.74237 -0.042 -0.015 0.034
H -3.44634 1.92369 5.34116 -0.020 0.052 -0.046
H -3.87224 0.28479 4.95081 0.013 -0.011 0.034
H -1.71835 1.96380 3.80064 0.015 -0.033 0.004
H -2.77000 1.36457 2.53491 0.011 0.022 0.050
H -3.23479 -1.59057 4.75995 -0.021 0.089 -0.023
H -2.02978 -2.54901 3.95975 -0.051 -0.032 0.032
H -4.64267 -2.34035 3.11489 0.002 -0.081 0.007
H -3.32016 -2.89721 2.11812 0.078 0.082 -0.087
H -6.39701 -1.15141 1.73841 -0.005 0.001 0.006
H -6.01368 0.46613 1.15038 0.035 -0.023 0.019
H -5.78396 -0.47516 4.06957 0.049 0.023 -0.003
H -7.07504 0.48884 3.38806 0.004 -0.048 -0.012
O 2.36038 2.75066 -2.63260 -0.006 -0.060 0.073
As 2.13515 1.81044 -1.14205 0.407 0.073 0.042
O 3.38116 0.76213 -0.98833 0.017 0.034 -0.100
O 0.64749 1.10474 -1.31648 -0.833 -0.045 0.107
C 2.43116 3.22555 0.17496 0.143 0.061 -0.014
C 3.77370 3.59575 0.21722 -0.007 -0.025 -0.014
C 4.20198 4.62660 1.04053 -0.063 0.034 0.043
C 3.29279 5.30134 1.84214 0.068 -0.039 -0.055
C 1.95776 4.93166 1.82562 -0.089 -0.003 0.035
C 1.53699 3.90428 0.99669 -0.111 -0.217 -0.079
S -0.16568 3.40255 1.04923 0.102 -0.108 0.231
O -0.83460 4.21105 2.02753 0.131 0.048 0.037
O -0.11406 1.94780 1.36954 -0.249 0.150 -0.104
O -0.66545 3.51859 -0.33244 -0.162 -0.102 -0.088
H 1.49442 3.08031 -2.90276 -0.039 0.010 -0.031
H 4.48817 3.05640 -0.39214 -0.022 -0.010 -0.014
H 5.24979 4.89716 1.05509 0.013 0.010 0.008
H 3.62135 6.10561 2.48683 0.010 0.016 0.013
H 1.22597 5.41975 2.45430 -0.007 0.007 0.003
F -2.51435 3.76123 -2.45533 -0.017 0.027 0.039
C -3.68910 3.67175 -1.83141 -0.014 0.071 -0.129
F -3.78653 4.66525 -0.95216 -0.021 -0.068 0.018
F -4.64967 3.83642 -2.75085 -0.018 -0.053 -0.010
S -3.87137 2.02031 -1.00066 -0.088 0.088 -0.148
O -5.27797 1.76388 -1.01104 0.036 -0.113 0.003
O -3.01133 1.13809 -1.80435 0.080 -0.005 -0.197
O -3.23661 2.20638 0.29964 0.198 -0.100 0.221
Cl 8.13562 -4.76029 -0.57705 0.033 -0.015 0.004
C 6.53670 -4.08606 -0.70514 -0.062 0.017 -0.027
C 5.72307 -4.44831 -1.76427 0.016 0.008 0.015
C 4.45448 -3.89799 -1.85165 -0.002 -0.024 0.057
C 3.98199 -2.99846 -0.90293 -0.017 0.013 0.036
C 2.58966 -2.41582 -1.02589 0.012 0.031 0.031
C 1.61005 -3.11122 -0.07430 0.090 0.004 -0.019
N 0.30344 -2.49153 -0.17910 0.008 -0.115 -0.007
C -0.71272 -2.85313 -1.03833 0.023 0.055 -0.001
C -1.60154 -1.82561 -1.02400 -0.012 0.019 0.104
N -1.14106 -0.84107 -0.17718 -0.089 0.312 -0.061
C 0.00161 -1.27463 0.30396 -0.035 0.032 0.012
O 2.05209 -2.61173 -2.31285 -0.017 -0.074 0.032
C 2.33623 -1.57735 -3.25807 -0.017 0.092 0.010
C 1.17639 -1.51286 -4.19842 0.037 -0.005 0.025
C 0.98607 -2.33922 -5.25958 -0.096 0.101 -0.054
Cl 2.05157 -3.58013 -5.79167 0.036 -0.041 -0.034
S -0.49536 -2.04426 -6.08124 0.033 -0.022 0.069
C -0.89272 -0.79194 -4.97038 0.055 -0.050 -0.037
C 0.07314 -0.61954 -4.03570 0.025 -0.064 0.013
C 4.83176 -2.65580 0.14445 0.021 0.055 -0.026
Cl 4.32401 -1.50866 1.34540 -0.003 -0.068 0.025
C 6.10643 -3.18886 0.25436 0.000 0.005 0.015
H 6.08141 -5.14444 -2.50858 0.004 -0.014 -0.021
H 3.80246 -4.15663 -2.67485 -0.016 -0.006 -0.038
H 2.64104 -1.34310 -0.79119 -0.028 -0.055 -0.013
H 1.95588 -3.04968 0.95652 0.041 0.026 0.002
H 1.52689 -4.16405 -0.34973 -0.049 0.034 -0.006
H -0.68226 -3.77322 -1.59175 0.005 -0.030 -0.024
H -2.52610 -1.71020 -1.56175 -0.024 0.005 -0.004
H 0.64706 -0.72664 0.97196 -0.004 0.026 0.008
H 3.26885 -1.80377 -3.78645 -0.025 -0.005 -0.013
H 2.45782 -0.62363 -2.73820 0.040 -0.068 -0.038
H -1.82472 -0.26158 -5.06188 -0.056 0.038 -0.022
H 0.03107 0.09648 -3.22604 -0.011 0.054 0.020
H 6.74979 -2.89770 1.07093 0.015 0.001 0.020
```
Positions in Å, forces in eV/Å.

Summary:
LUMO energy (alpha / beta) (eV): 2.13 / 2.13
Frontier orbital gap (alpha / beta) (eV): 7.22 / 8.28
Spin multiplicity: 4
Energy above the lowest of the compared OMol25 structures with the same formula, charge and spin (kcal/mol): 0.0
Largest force on an atom (eV Å⁻¹): 0.841
Net charge: -1